A cluster of 4 separate species, C23H48N5O9PS2 in total. Source: OMol25; level of theory: ωB97M-V with the def2-TZVPD basis set.

The geometry in XYZ format:
```
88
Properties=species:S:1:pos:R:3:lowdin_charge:R:1
C 1.290 -2.044 4.100 -0.14
C 0.720 -0.963 5.132 -0.19
C 0.623 0.531 4.572 -0.22
O 1.837 1.043 3.975 -0.22
C 1.887 0.833 2.557 -0.21
C 1.372 2.070 1.661 -0.51
S 1.004 3.494 2.854 0.84
C 2.368 2.793 0.624 -0.31
C 3.480 1.949 -0.163 -0.13
C 4.761 2.894 -0.533 -0.18
C 4.849 3.137 -2.121 -0.18
C 6.301 2.738 -2.741 -0.20
N 6.172 1.887 -3.965 0.01
C 7.415 1.214 -4.319 -0.44
C 7.575 0.704 -5.850 -0.03
O 8.363 0.954 -3.542 0.01
N 1.484 3.426 -0.437 0.07
C 0.059 3.198 -0.049 -0.35
O -0.905 3.958 -0.204 0.10
C 0.164 1.753 0.650 -0.45
O 0.537 0.858 -0.446 -0.06
P -1.427 0.941 1.281 0.44
O -1.180 -0.650 1.914 -0.28
O -2.284 1.916 2.407 -0.25
S -2.641 0.684 -0.250 0.30
H 2.211 -1.700 3.513 0.07
H 1.595 -2.975 4.675 0.05
H 0.524 -2.383 3.307 0.07
H 1.314 -1.046 6.100 0.11
H -0.362 -1.286 5.375 0.12
H 0.408 1.205 5.485 0.13
H -0.284 0.696 3.875 0.10
H 1.338 -0.102 2.194 0.11
H 2.999 0.655 2.302 0.14
H 2.221 4.157 3.071 -0.07
H 2.864 3.738 1.056 0.11
H 3.918 1.070 0.419 0.10
H 3.050 1.495 -1.132 0.11
H 4.761 3.872 0.070 0.11
H 5.713 2.336 -0.193 0.11
H 4.675 4.265 -2.297 0.11
H 4.004 2.613 -2.697 0.10
H 6.779 3.731 -3.069 0.12
H 6.970 2.302 -1.930 0.11
H 5.875 2.542 -4.712 0.13
H 6.942 -0.232 -6.020 0.09
H 7.242 1.567 -6.525 0.07
H 8.692 0.488 -6.001 0.09
H 1.598 3.059 -1.390 0.12
H 0.746 0.011 0.024 0.11
H -0.840 -1.240 1.203 0.07
H -3.189 1.512 2.455 0.07
C 6.316 -4.899 6.376 -0.08
N 5.520 -3.837 5.799 0.00
C 4.213 -3.543 6.041 -0.53
C 3.469 -4.404 7.025 -0.01
O 3.680 -2.602 5.466 0.01
H 7.170 -4.449 6.887 0.08
H 6.680 -5.535 5.566 0.08
H 5.750 -5.502 7.082 0.07
H 5.955 -3.218 5.129 0.14
H 2.442 -4.049 7.114 0.08
H 3.448 -5.439 6.677 0.09
H 3.942 -4.345 8.008 0.09
C -7.499 0.641 0.456 -0.08
N -6.644 0.192 -0.621 0.01
C -7.013 -0.384 -1.797 -0.55
C -8.482 -0.597 -2.047 -0.01
O -6.161 -0.710 -2.613 0.02
H -7.326 1.709 0.609 0.08
H -7.221 0.100 1.364 0.08
H -8.553 0.473 0.245 0.07
H -5.645 0.304 -0.521 0.09
H -8.620 -1.063 -3.023 0.07
H -8.899 -1.259 -1.285 0.08
H -9.005 0.362 -2.045 0.09
C -9.300 -2.644 -7.564 -0.08
N -9.593 -1.346 -6.995 0.00
C -8.731 -0.479 -6.396 -0.56
C -7.285 -0.883 -6.292 -0.01
O -9.141 0.590 -5.962 0.02
H -9.579 -2.627 -8.620 0.08
H -9.905 -3.391 -7.046 0.08
H -8.248 -2.906 -7.473 0.07
H -10.545 -1.009 -7.029 0.14
H -6.722 -0.095 -5.792 0.09
H -7.194 -1.798 -5.703 0.09
H -6.865 -1.029 -7.290 0.08
```

Results
DFT total energy (eV): -81464.3518
E_LUMO (eV): 0.107
SMILES: CCCOC[C@@]1(S)[C@@H](CCCCNC(C)=O)NC(=O)[C@]1(O)P(O)(O)=S.CNC(C)=O.CNC(C)=O.CNC(C)=O
Highest occupied orbital energy (hartree): -0.3179


A structure of composition C23H48N8O3PV. Source: OMol25; level of theory: ωB97M-V with the def2-TZVPD basis set.

The geometry in XYZ format:
```
84
Properties=species:S:1:pos:R:3:lowdin_charge:R:1
V -0.125 0.195 -0.123 0.96
N -0.972 1.590 1.547 -0.01
C 0.013 1.782 2.628 -0.10
C 1.375 1.352 2.135 -0.49
O 2.370 1.485 2.787 0.15
N 1.362 0.760 0.864 -0.08
C 2.697 0.386 0.379 -0.06
C 2.494 -0.200 -0.993 -0.49
O 3.322 -0.496 -1.781 0.19
O 1.142 -0.368 -1.210 -0.20
H -1.883 1.347 1.923 0.12
H -1.099 2.465 1.051 0.06
H 0.082 2.819 2.950 0.14
H -0.236 1.194 3.511 0.14
H 3.378 1.233 0.344 0.15
H 3.166 -0.369 1.011 0.15
N -0.934 -1.144 1.295 -0.03
C -0.152 -2.442 1.263 -0.18
C -1.033 -3.624 0.899 -0.17
C -1.371 -3.722 -0.586 -0.17
C -2.135 -2.539 -1.168 -0.20
N -1.256 -1.359 -1.427 0.00
H -0.897 -0.778 2.239 0.10
H -1.912 -1.349 1.114 0.10
H 0.304 -2.581 2.241 0.13
H 0.662 -2.345 0.542 0.11
H -1.955 -3.571 1.488 0.13
H -0.527 -4.537 1.213 0.13
H -1.970 -4.620 -0.744 0.13
H -0.452 -3.864 -1.165 0.13
H -2.958 -2.238 -0.513 0.12
H -2.588 -2.838 -2.112 0.13
H -1.768 -0.704 -2.012 0.06
H -0.479 -1.669 -2.005 0.09
N -0.797 1.380 -1.055 -0.20
P -1.096 2.374 -2.335 0.67
N -0.296 3.748 -2.017 -0.19
C 0.233 4.118 -0.693 -0.18
C -0.711 5.072 0.027 -0.18
C -0.996 6.298 -0.844 -0.18
C -1.502 5.890 -2.229 -0.17
C -0.524 4.924 -2.888 -0.18
N -0.525 1.831 -3.753 -0.16
C -1.112 0.644 -4.428 -0.18
C -0.028 -0.393 -4.685 -0.17
C 0.972 0.149 -5.718 -0.16
C 1.129 1.672 -5.568 -0.16
C 0.894 2.111 -4.131 -0.16
N -2.721 2.408 -2.486 -0.18
C -3.564 2.489 -1.275 -0.20
C -4.806 1.616 -1.448 -0.16
C -5.359 1.721 -2.883 -0.17
C -4.879 3.011 -3.540 -0.17
C -3.362 2.983 -3.708 -0.16
H 1.198 4.607 -0.854 0.14
H 0.435 3.213 -0.124 0.07
H -0.268 5.379 0.977 0.12
H -1.658 4.558 0.249 0.10
H -0.070 6.871 -0.956 0.13
H -1.714 6.953 -0.353 0.12
H -1.637 6.765 -2.864 0.13
H -2.478 5.400 -2.135 0.10
H 0.444 5.413 -3.029 0.13
H -0.863 4.591 -3.868 0.11
H -1.548 0.949 -5.382 0.13
H -1.933 0.256 -3.824 0.09
H -0.476 -1.326 -5.029 0.12
H 0.495 -0.599 -3.746 0.09
H 0.624 -0.084 -6.724 0.12
H 1.934 -0.348 -5.592 0.12
H 0.423 2.199 -6.214 0.12
H 2.126 1.990 -5.871 0.13
H 1.087 3.174 -4.018 0.10
H 1.578 1.575 -3.466 0.12
H -3.844 3.528 -1.088 0.12
H -2.985 2.154 -0.415 0.08
H -5.554 1.940 -0.722 0.12
H -4.562 0.576 -1.215 0.10
H -6.447 1.681 -2.872 0.12
H -5.019 0.872 -3.483 0.11
H -5.187 3.875 -2.945 0.12
H -5.322 3.138 -4.526 0.13
H -2.986 3.986 -3.919 0.10
H -3.116 2.350 -4.555 0.10
```

Results
DFT total energy (eV): -77660.0635
E_LUMO (eV): -7.311
Energy above the lowest of the compared OMol25 structures with the same formula, charge and spin (kcal per mole): 7.66
Total charge: +2
Highest occupied orbital energy (hartree): -0.5418


A cluster of 4 separate species, C23H48NP in total. Source: OMol25; level of theory: ωB97M-V with the def2-TZVPD basis set.

The geometry in XYZ format:
```
73
Properties=species:S:1:pos:R:3:lowdin_charge:R:1
P 2.787 1.793 -0.101 0.86
C 0.984 2.044 -0.178 -0.51
C 0.398 3.294 -0.380 -0.10
C -0.983 3.389 -0.392 -0.06
C -1.715 2.222 -0.204 -0.15
N -1.197 1.010 -0.021 0.08
C 0.134 0.955 -0.004 -0.18
H 3.150 2.729 0.886 -0.09
H 3.279 2.401 -1.271 -0.11
H 1.009 4.174 -0.504 0.10
H -1.472 4.338 -0.528 0.10
H -2.796 2.292 -0.199 0.10
H 0.582 -0.016 0.166 0.10
C -2.525 0.127 -3.142 -0.11
C -1.298 0.580 -3.926 -0.26
C -1.540 1.835 -4.764 -0.23
C -2.603 1.687 -5.853 -0.23
C -2.339 0.571 -6.862 -0.27
C -1.055 0.767 -7.663 -0.11
H -3.349 -0.148 -3.804 0.07
H -2.288 -0.748 -2.536 0.06
H -2.864 0.915 -2.469 0.06
H -0.945 -0.238 -4.561 0.10
H -0.488 0.788 -3.220 0.09
H -0.594 2.147 -5.216 0.10
H -1.837 2.652 -4.097 0.11
H -2.683 2.638 -6.390 0.11
H -3.580 1.522 -5.390 0.10
H -3.183 0.525 -7.555 0.10
H -2.310 -0.397 -6.354 0.10
H -1.078 1.712 -8.209 0.07
H -0.926 -0.036 -8.390 0.07
H -0.174 0.769 -7.019 0.06
C -6.251 -2.559 4.118 -0.11
C -5.166 -3.209 3.263 -0.27
C -3.809 -2.517 3.374 -0.23
C -3.787 -1.062 2.903 -0.23
C -4.236 -0.848 1.458 -0.27
C -3.346 -1.548 0.438 -0.12
H -6.440 -1.529 3.814 0.06
H -7.192 -3.105 4.029 0.07
H -5.965 -2.556 5.172 0.07
H -5.491 -3.238 2.220 0.10
H -5.050 -4.251 3.574 0.10
H -3.071 -3.094 2.809 0.10
H -3.479 -2.549 4.417 0.11
H -2.769 -0.676 3.017 0.11
H -4.413 -0.455 3.563 0.10
H -4.227 0.227 1.252 0.09
H -5.272 -1.173 1.331 0.10
H -2.319 -1.200 0.527 0.05
H -3.684 -1.333 -0.577 0.06
H -3.359 -2.633 0.565 0.07
C 8.459 -0.932 3.533 -0.11
C 7.069 -1.556 3.606 -0.27
C 6.276 -1.432 2.306 -0.23
C 5.982 0.003 1.864 -0.23
C 5.222 0.846 2.886 -0.28
C 3.835 0.297 3.210 -0.12
H 8.411 0.140 3.341 0.06
H 8.996 -1.073 4.472 0.07
H 9.050 -1.393 2.738 0.07
H 6.510 -1.109 4.433 0.10
H 7.171 -2.618 3.848 0.10
H 5.336 -1.981 2.411 0.10
H 6.828 -1.934 1.505 0.11
H 5.405 -0.032 0.935 0.09
H 6.921 0.508 1.616 0.10
H 5.116 1.859 2.486 0.09
H 5.803 0.944 3.807 0.10
H 3.227 0.228 2.307 0.03
H 3.318 0.949 3.917 0.07
H 3.889 -0.695 3.660 0.07
```

Results
DFT total energy (eV): -35408.4724
E_LUMO (eV): 0.477
SMILES: Pc1cccnc1.CCCCCC.CCCCCC.CCCCCC
Highest occupied orbital energy (hartree): -0.3451


Going through the records in order, we get M values of 633.771, 566.608, 369.618 g mol⁻¹.